Model A:
Here is one molecule with the formula C4H10N2O3 from OMol25. Energies are from wB97M-V/def2-TZVPD.

Element x y z (Å)
C -0.351 0.187 -1.886
N 0.078 -1.292 0.126
C 0.405 -0.002 -0.582
O 0.976 -2.360 -0.150
N 1.714 0.309 -0.652
H 1.741 -1.930 -0.577
H -0.853 -1.645 -0.098
H 2.196 -0.043 0.180
H 0.044 -0.486 -2.650
H -1.423 0.001 -1.768
H -0.221 1.213 -2.231
C -0.351 1.077 0.739
C -0.580 0.097 1.754
O -1.781 -0.371 2.077
O 0.615 2.018 1.046
H -2.462 0.038 1.521
H 1.328 1.842 0.366
H -1.265 1.515 0.322
H 0.191 -0.167 2.464

Summary:
E_HOMO, eV: -8.1
Frontier orbital gap, hartree: 0.290
Net charge: 0

***

Model B:
Here is C4H10N2O3 as an isolated structure from OMol25. Energies are from wB97M-V/def2-TZVPD.

Element x y z (Å)
C -2.358 0.627 -0.728
N -1.376 0.882 0.318
C 0.433 0.794 -0.332
O 0.930 1.743 0.489
O 0.355 0.943 -1.525
H 1.668 1.390 1.021
H -1.426 1.834 0.669
H -2.879 -0.306 -0.533
H -1.863 0.523 -1.691
H -3.077 1.442 -0.831
N 2.091 -0.851 0.826
C 0.801 -0.793 0.296
C 0.075 -1.906 0.157
O 3.037 0.051 0.250
H 3.015 -0.049 -0.716
H 2.513 -1.778 0.856
H -1.388 0.173 1.068
H 0.407 -2.863 0.541
H -0.959 -1.855 -0.135

Summary:
E_HOMO, eV: -8.8
Frontier orbital gap, hartree: 0.353
Net charge: 0

***

Least stable structure: model A

***

Model A:
Here is an isolated ion of composition C3H7N4O2 and charge +1 from OMol25. Energies are from wB97M-V/def2-TZVPD.

Element x y z (Å)
C -1.690 -0.294 0.382
C -0.508 1.147 -1.196
C -0.302 -0.491 1.081
N -1.674 0.575 -0.664
N 0.692 0.926 -0.424
N 2.033 -0.608 0.588
N 0.763 -0.381 0.024
O -2.670 -0.896 0.705
O -0.453 1.811 -2.172
H -0.063 0.357 1.799
H -0.544 -1.448 1.535
H -2.393 0.463 -1.361
H 1.404 1.492 -0.914
H 2.853 -0.545 -0.048
H 1.991 -1.160 1.466
H 0.560 -0.949 -0.801

Summary:
E_HOMO, eV: -15.2
Frontier orbital gap, hartree: 0.419
Net charge: +1

***

Model B:
Here is a 2-piece molecular cluster, C3H7N4O2 overall from OMol25. Energies are from wB97M-V/def2-TZVPD.

Element x y z (Å)
C 2.378 -1.871 -0.031
C 2.097 -0.634 0.143
C -0.732 0.740 0.262
N -2.021 0.749 0.579
N -0.238 1.837 -0.356
N 2.897 0.545 0.081
N 0.044 -0.355 0.363
O 4.070 0.274 0.240
O 2.457 1.620 -0.340
H 1.599 -2.592 -0.009
H 3.456 -2.036 -0.189
H -2.655 1.535 0.519
H -2.433 -0.113 0.801
H -0.811 2.591 -0.636
H 0.725 1.798 -0.850
H 0.217 -0.667 1.333

Summary:
E_HOMO, eV: -15.1
Frontier orbital gap, hartree: 0.352
Net charge: +1

***

Least stable structure: model B

***

Model A:
Here is a 2-piece molecular cluster, C2H3O3S2 overall from OMol25. Energies are from wB97M-V/def2-TZVPD.

Element x y z (Å)
C -2.307 -0.621 1.738
C -0.181 -0.467 0.870
O -2.713 0.479 1.668
O -2.453 -1.742 2.022
O 0.218 0.793 1.001
S 0.946 -1.406 -2.364
S -0.761 -1.083 -0.624
H 0.255 -1.035 1.627
H 0.146 1.155 0.028
H 0.477 -0.247 -2.759

Summary:
E_HOMO, eV: -3.0
Frontier orbital gap, hartree: 0.237
Net charge: -1

***

Model B:
Here is C2H3O3S2 as an isolated structure from OMol25. Energies are from wB97M-V/def2-TZVPD.

Element x y z (Å)
C -2.187 -1.946 -2.597
C 0.149 -0.294 -1.019
O -1.209 -2.207 -3.145
O -3.130 -1.537 -2.066
O -0.927 0.196 -1.726
S 0.116 1.034 2.590
S 1.084 0.549 0.044
H 0.309 -1.385 -0.917
H -0.898 1.117 -1.480
H -0.711 -0.001 2.647

Summary:
E_HOMO (alpha / beta), eV: -2.6 / -2.6
Frontier orbital gap (alpha / beta), hartree: 0.202 / 0.202
Net charge: -1

***

Least stable structure: model A

***

Model A:
Here is one molecule with the formula C4H3N3 from OMol25. Energies are from wB97M-V/def2-TZVPD.

Element x y z (Å)
N -1.668 2.785 0.152
C -1.121 1.789 -0.047
C -0.452 0.540 -0.218
N 0.055 0.044 -1.338
C 0.744 -1.058 -0.963
C 0.681 -1.290 0.428
N -0.193 -0.249 0.821
H 1.218 -1.655 -1.739
H 1.297 -0.658 1.141
H -0.559 -0.248 1.761

Summary:
E_HOMO, eV: -9.5
Frontier orbital gap, hartree: 0.348
Net charge: 0

***

Model B:
Here is one molecule with the formula C4H3N3 from OMol25. Energies are from wB97M-V/def2-TZVPD.

Element x y z (Å)
C 1.721 -0.127 -0.206
C 1.437 -0.420 -1.431
C 0.205 0.006 -0.119
C -0.632 1.111 -0.102
N -1.852 0.748 0.341
N -1.837 -0.539 0.591
N -0.629 -0.986 0.330
H 2.423 0.055 0.596
H -0.406 2.129 -0.397
H -0.430 -1.977 0.397

Summary:
E_HOMO, eV: -10.3
Frontier orbital gap, hartree: 0.363
Net charge: 0

***

Least stable structure: model B